Entry 1:
{
  "formula": "C5H10NO2",
  "method": "ωB97M-V/def2-TZVPD",
  "total_charge": 1,
  "homo_ev": -15.88,
  "orbital_gap_ev": 11.3,
  "species": ["C", "O", "C", "O", "N", "C", "C", "C", "H", "H", "H", "H", "H", "H", "H", "H", "H", "H"],
  "xyz": [[2.4156, -1.8829, 1.9384], [1.6927, -0.7509, 1.2638], [0.5767, -0.9378, 0.7369], [-0.2480, -1.7546, 0.6805], [0.1113, 0.5239, 0.0788], [-0.8668, 0.9059, -0.7871], [-0.8462, 2.2406, -1.3921], [-1.9299, -0.0421, -1.0972], [2.1862, -1.7834, 2.9895], [3.5560, -1.6813, 1.7418], [1.9349, -2.7210, 1.3931], [0.7620, 1.2167, 0.3196], [-0.4069, 2.3650, -2.3960], [-0.3845, 2.7990, -0.6907], [-1.8579, 2.5537, -1.4474], [-2.3381, -0.4601, -0.1196], [-1.7091, -0.9857, -1.5458], [-2.6482, 0.3952, -1.6666]],
  "forces_ev_per_angstrom": [[0.845, 0.521, -1.669], [2.117, 1.093, 0.543], [-2.853, 2.841, -1.145], [-0.505, -1.921, -0.086], [-1.421, -0.668, -1.487], [2.873, -3.202, 1.420], [-0.870, -1.356, -1.070], [0.354, -1.650, 2.968], [-0.095, -0.312, 0.111], [-2.489, -0.617, 0.210], [1.069, -0.181, 1.004], [1.171, 1.271, 0.180], [0.044, -0.560, 0.469], [1.825, 2.620, 1.804], [-1.025, 0.479, -0.241], [0.154, 0.882, -0.978], [1.044, -0.528, -0.597], [-2.239, 1.288, -1.437]],
  "nbo_charge": [-0.250, -0.484, 0.979, -0.521, -0.572, 0.544, -0.695, -0.731, 0.225, 0.244, 0.225, 0.404, 0.297, 0.236, 0.261, 0.295, 0.300, 0.243]
}



Entry 2:
{
  "formula": "H28O14",
  "method": "ωB97M-V/def2-TZVPD",
  "homo_ev": -10.01,
  "orbital_gap_ev": 9.5,
  "species": ["H", "H", "H", "H", "H", "H", "H", "H", "H", "H", "H", "H", "H", "H", "H", "H", "H", "H", "H", "H", "H", "H", "H", "H", "H", "H", "H", "H", "O", "O", "O", "O", "O", "O", "O", "O", "O", "O", "O", "O", "O", "O"],
  "xyz": [[-0.2499, 0.5127, -0.6509], [0.6688, -0.6507, -0.2089], [-4.1142, -1.2119, -0.0368], [-4.7626, -2.4457, 0.4350], [-2.4812, 4.3332, 0.1111], [-3.5289, 4.8768, 0.7959], [-0.1076, -0.0967, 1.1423], [0.7125, -1.2739, 1.4332], [2.2984, -1.9720, -2.7281], [3.2142, -2.8840, -1.7902], [2.9431, -0.3193, -1.5000], [4.1307, -0.2309, -0.5155], [3.3277, 1.3941, 0.2729], [3.7574, 2.6832, 0.9172], [-1.0067, -1.7116, 3.8115], [-1.2658, -1.8082, 5.3382], [2.6037, 1.5661, -1.8615], [1.0408, 1.7492, -2.0064], [-0.0084, -0.5788, -3.6221], [1.5606, -0.2759, -3.4319], [-2.1909, 1.2483, 2.1036], [-1.6879, 2.1769, 1.0194], [1.7360, -2.9054, 3.0108], [2.9561, -1.8725, 3.0110], [-1.4744, -1.8867, -1.6226], [-1.9148, -0.6085, -1.8106], [-1.8478, 1.6193, -2.8121], [-3.0253, 2.1383, -2.2052], [0.4960, -0.0612, -0.8663], [-4.2439, -1.6694, 0.7521], [-2.8242, 4.3134, 1.0338], [-0.1305, -0.9113, 1.6534], [2.3003, -2.4622, -1.9005], [3.2137, -0.2757, -0.5551], [4.0166, 1.7721, 0.8957], [-1.5857, -1.3679, 4.5419], [1.8014, 1.2292, -1.5539], [0.8574, -1.0111, -3.5463], [-2.0870, 2.2121, 1.8977], [2.0896, -2.0098, 2.6743], [-1.5727, -1.2665, -2.3620], [-2.4913, 1.3127, -2.2397]],
  "forces_ev_per_angstrom": [[0.045, -0.604, 0.311], [0.382, -2.601, 2.454], [0.492, 1.516, -2.042], [0.552, 0.720, 0.654], [0.641, -0.576, 0.896], [-2.021, 1.345, 0.624], [-0.387, 0.219, 0.641], [1.286, -0.800, 0.541], [-0.253, -0.475, -0.151], [-2.006, 1.016, -0.363], [0.251, -0.399, 1.400], [2.702, -0.092, 0.070], [0.971, -0.004, 1.054], [0.049, 0.920, 0.330], [-0.777, 0.697, 0.862], [-0.040, 0.085, -0.127], [2.208, 1.876, -1.142], [2.269, -1.126, 0.942], [0.366, -0.322, 0.447], [-2.243, -1.466, -0.257], [0.132, 1.079, 0.094], [-0.140, 0.258, 0.135], [1.222, 2.220, -0.690], [1.091, -0.079, 0.521], [0.724, -0.770, -0.755], [-1.117, 2.531, 0.557], [2.508, 0.340, -2.096], [-0.078, -1.024, 0.445], [-3.727, 0.485, -1.726], [-1.047, -2.221, 1.330], [1.098, 0.195, -1.957], [-1.205, 0.504, -0.024], [2.129, -1.366, 0.518], [-1.842, -0.485, -0.551], [-1.000, -0.731, -1.107], [0.816, -0.647, -0.823], [-1.732, 3.608, -2.389], [2.024, 1.947, -0.715], [0.272, -2.322, 0.216], [-2.089, -2.334, 0.199], [-0.071, -2.017, -0.065], [-2.456, 0.901, 1.738]],
  "nbo_charge": [0.443, 0.469, 0.457, 0.466, 0.438, 0.454, 0.454, 0.480, 0.478, 0.463, 0.486, 0.468, 0.494, 0.459, 0.485, 0.460, 0.451, 0.464, 0.499, 0.458, 0.473, 0.443, 0.480, 0.484, 0.475, 0.463, 0.461, 0.477, -0.909, -0.922, -0.891, -0.941, -0.942, -0.940, -0.971, -0.945, -0.922, -0.957, -0.915, -0.958, -0.937, -0.934]
}



Entry 3:
{
  "formula": "C40H50Cl3N5OP2SSbSiV",
  "method": "ωB97M-V/def2-TZVPD",
  "total_charge": 2,
  "homo_ev": [-13.39, -13.36],
  "orbital_gap_ev": [7.6, 7.6],
  "species": ["V", "C", "P", "C", "N", "C", "C", "C", "C", "C", "C", "N", "C", "P", "C", "C", "C", "C", "C", "C", "C", "C", "C", "H", "H", "H", "H", "H", "H", "H", "H", "H", "H", "H", "H", "H", "H", "H", "H", "H", "H", "H", "H", "H", "H", "H", "H", "H", "H", "H", "H", "C", "N", "C", "C", "O", "N", "C", "N", "H", "H", "H", "H", "H", "H", "H", "Cl", "Si", "Cl", "Cl", "S", "Sb", "C", "C", "C", "C", "C", "C", "C", "C", "C", "C", "C", "C", "C", "C", "C", "C", "C", "C", "H", "H", "H", "H", "H", "H", "H", "H", "H", "H", "H", "H", "H", "H", "H"],
  "xyz": [[-0.3394, 0.6948, 1.9545], [2.0922, 2.6793, -0.0049], [0.6389, 2.9584, 1.0651], [-0.5878, 3.4400, -0.2431], [-0.1952, 4.2315, -1.2081], [-1.0641, 4.4779, -2.2206], [-0.6874, 5.3529, -3.2733], [-1.5545, 5.5772, -4.2961], [-2.8311, 4.9435, -4.3223], [-3.2123, 4.1025, -3.3247], [-2.3247, 3.8563, -2.2461], [-2.7134, 3.0271, -1.2451], [-1.8842, 2.8361, -0.2559], [-2.4208, 1.7928, 1.1903], [-2.9307, 3.0728, 2.3898], [-4.0153, 0.9780, 0.7591], [-4.3851, 0.1239, 1.9830], [-5.1392, 1.9925, 0.5237], [-3.8196, 0.0988, -0.4815], [1.1149, 4.4598, 2.0539], [2.0922, 3.9906, 3.1396], [1.8043, 5.4922, 1.1543], [-0.1093, 5.0829, 2.7188], [2.2569, 3.5582, -0.6246], [1.8967, 1.8398, -0.6686], [2.9833, 2.4836, 0.5944], [0.2838, 5.8274, -3.2292], [-1.2806, 6.2459, -5.1013], [-3.5049, 5.1441, -5.1446], [-4.1819, 3.6225, -3.3154], [-3.4236, 3.8925, 1.8689], [-2.0832, 3.4447, 2.9476], [-3.6258, 2.6300, 3.1014], [-4.5193, 0.7177, 2.8880], [-3.6581, -0.6537, 2.1895], [-5.3386, -0.3708, 1.7828], [-5.4318, 2.4943, 1.4466], [-6.0125, 1.4410, 0.1665], [-4.8903, 2.7399, -0.2258], [-3.5903, 0.6887, -1.3691], [-3.0368, -0.6415, -0.3399], [-4.7503, -0.4430, -0.6691], [2.9946, 3.5411, 2.7168], [1.6270, 3.2764, 3.8217], [2.4094, 4.8537, 3.7292], [2.7930, 5.1644, 0.8344], [1.9377, 6.4042, 1.7412], [1.2182, 5.7417, 0.2704], [-0.5230, 4.4361, 3.4913], [-0.8934, 5.3414, 2.0043], [0.2041, 6.0055, 3.2117], [5.2038, -0.6480, 2.1331], [3.8249, -0.4018, 1.7277], [3.2664, -0.7445, 0.4170], [1.8287, -0.3650, 0.6329], [0.8692, -0.3319, -0.1328], [1.6484, 0.0780, 1.9007], [2.8483, 0.0276, 2.5236], [3.0069, 0.3704, 3.7903], [5.8176, -0.7220, 1.2394], [5.2937, -1.5735, 2.7020], [5.5806, 0.1891, 2.7200], [3.3581, -1.8139, 0.1978], [3.7206, -0.1737, -0.3933], [2.1887, 0.6068, 4.3388], [3.8791, 0.2244, 4.2696], [-1.0450, -2.2398, 4.2119], [-0.9081, -1.7597, 2.1813], [-2.4705, -2.8429, 1.3042], [-0.5113, 1.2740, 4.0021], [0.7274, -3.2254, 1.8008], [0.6263, -3.8420, -0.4563], [2.4179, -3.3007, -1.3316], [2.4462, -2.4557, -2.4402], [3.6696, -2.1248, -3.0127], [4.8470, -2.6342, -2.4806], [4.8164, -3.4798, -1.3757], [3.6016, -3.8171, -0.7960], [-0.9360, -3.2500, -1.6766], [-1.1053, -1.9410, -2.1373], [-2.1441, -1.6701, -3.0172], [-3.0035, -2.6847, -3.4219], [-2.8274, -3.9803, -2.9612], [-1.7876, -4.2743, -2.0882], [0.5644, -5.9026, -0.3746], [-0.2746, -6.5008, 0.5662], [-0.3506, -7.8848, 0.6178], [0.4085, -8.6540, -0.2562], [1.2416, -8.0528, -1.1897], [1.3238, -6.6684, -1.2581], [1.5310, -2.0621, -2.8652], [3.7016, -1.4800, -3.8814], [5.7961, -2.3833, -2.9366], [5.7363, -3.8871, -0.9767], [3.5840, -4.4841, 0.0587], [-0.4518, -1.1488, -1.8219], [-2.2852, -0.6624, -3.3891], [-3.8117, -2.4678, -4.1088], [-3.4964, -4.7679, -3.2822], [-1.6536, -5.2894, -1.7345], [-0.8527, -5.9017, 1.2609], [-0.9965, -8.3626, 1.3424], [0.3506, -9.7335, -0.2093], [1.8277, -8.6599, -1.8669], [1.9696, -6.2069, -1.9965]],
  "forces_ev_per_angstrom": [[0.181, 0.674, 0.251], [0.045, 0.074, -0.021], [-0.444, -0.496, -0.784], [0.094, -0.046, 0.186], [-0.036, 0.040, 0.005], [0.381, 0.188, -0.043], [0.025, -0.080, 0.153], [-0.235, -0.067, -0.083], [0.180, 0.163, -0.090], [0.050, -0.065, 0.131], [-0.403, -0.158, -0.067], [0.029, 0.150, -0.061], [0.023, -0.126, 0.356], [0.076, 0.133, -0.439], [-0.022, -0.031, 0.024], [-0.023, -0.019, -0.057], [-0.153, -0.042, -0.115], [-0.122, 0.017, -0.024], [-0.130, 0.031, 0.061], [0.074, -0.034, 0.090], [0.044, -0.023, 0.019], [-0.022, 0.106, 0.065], [0.002, 0.097, 0.035], [0.016, 0.013, 0.023], [-0.022, -0.026, 0.018], [-0.007, -0.010, -0.007], [0.001, -0.021, 0.006], [-0.016, -0.009, 0.006], [0.025, 0.014, -0.005], [0.018, -0.013, 0.000], [-0.027, -0.009, 0.009], [0.038, 0.039, -0.020], [0.000, -0.004, 0.001], [-0.012, 0.037, -0.038], [0.102, -0.056, 0.004], [0.016, 0.006, -0.006], [0.014, 0.001, -0.016], [-0.012, 0.027, 0.040], [0.025, -0.040, -0.003], [-0.043, 0.044, 0.081], [0.120, -0.089, 0.060], [0.036, -0.031, -0.005], [-0.031, 0.010, -0.002], [-0.012, 0.014, -0.019], [-0.011, 0.000, -0.024], [-0.018, -0.016, 0.006], [0.030, -0.015, -0.038], [-0.029, -0.013, 0.026], [0.024, -0.031, 0.007], [0.030, -0.007, -0.012], [-0.031, -0.005, -0.006], [-0.145, -0.002, -0.093], [0.177, -0.014, -0.186], [0.052, -0.069, 0.283], [0.020, 0.498, 0.902], [-0.651, -0.011, -0.319], [1.009, -0.348, 0.006], [-0.336, -0.145, -0.188], [-0.106, 0.065, 0.250], [-0.002, -0.012, -0.011], [0.004, -0.020, 0.018], [-0.003, 0.009, 0.010], [0.060, 0.332, 0.141], [0.021, 0.044, -0.012], [0.130, -0.044, -0.126], [-0.015, 0.017, 0.010], [-0.010, 0.148, -0.153], [-0.273, -0.302, 0.155], [-0.054, 0.090, -0.020], [0.024, -0.194, -0.021], [0.352, 0.095, 0.001], [-0.247, 0.051, 0.199], [0.390, -0.037, -0.320], [0.123, -0.085, 0.089], [0.002, -0.008, 0.061], [0.019, 0.011, 0.023], [-0.035, -0.003, -0.012], [-0.022, -0.074, -0.261], [-0.294, 0.216, -0.293], [-0.233, -0.368, -0.088], [0.026, -0.036, 0.026], [0.007, 0.022, -0.030], [0.029, -0.045, 0.048], [-0.052, 0.172, -0.034], [0.023, -0.363, 0.085], [0.113, -0.070, -0.051], [0.019, 0.008, -0.035], [-0.021, -0.018, 0.012], [0.001, 0.049, -0.015], [-0.111, -0.043, 0.059], [0.005, -0.033, 0.012], [-0.003, -0.006, 0.011], [-0.014, -0.004, -0.002], [0.000, -0.001, -0.009], [-0.033, -0.020, 0.017], [0.170, 0.171, 0.120], [0.015, -0.031, 0.022], [0.019, 0.018, 0.022], [0.015, 0.010, 0.007], [-0.007, 0.013, -0.013], [0.011, 0.015, -0.010], [0.009, 0.007, -0.010], [-0.003, 0.013, 0.006], [-0.009, 0.003, 0.012], [0.000, 0.034, 0.031]],
  "lowdin_charge": [0.075, -0.222, 1.028, -0.376, 0.145, -0.193, -0.002, -0.043, -0.042, -0.001, -0.192, 0.141, -0.365, 0.960, -0.223, -0.702, -0.096, -0.080, -0.096, -0.698, -0.095, -0.079, -0.085, 0.049, 0.041, 0.052, 0.120, 0.117, 0.117, 0.121, 0.070, -0.018, 0.054, 0.079, 0.003, 0.105, 0.081, 0.097, 0.066, 0.066, 0.026, 0.101, 0.073, 0.044, 0.102, 0.081, 0.098, 0.074, 0.059, 0.087, 0.101, 0.013, -0.049, -0.008, -0.573, -0.037, -0.008, -0.378, 0.258, 0.102, 0.106, 0.098, 0.100, 0.155, 0.094, 0.127, 0.201, -0.484, 0.274, 0.254, 0.236, 1.430, -0.395, -0.097, -0.054, -0.052, -0.064, -0.148, -0.375, -0.132, -0.071, -0.047, -0.048, -0.110, -0.388, -0.122, -0.053, -0.049, -0.058, -0.106, 0.099, 0.117, 0.117, 0.118, 0.116, 0.076, 0.113, 0.117, 0.119, 0.099, 0.092, 0.117, 0.117, 0.116, 0.105]
}